1.
Computed, not measured: a molecular structure, C28H45F4N5Zr, with ωB97M-V/def2-TZVPD.

XYZ file:
```
83
Properties=species:S:1:pos:R:3
Zr 0.369 -0.262 -0.425
F 1.784 -2.087 3.054
F -1.276 1.752 5.330
F 1.007 -2.346 5.587
F -0.500 2.049 2.807
N 1.463 1.883 -0.685
N 1.070 0.121 1.480
N -1.521 -0.273 -1.945
N -1.722 0.982 0.379
N -1.273 -1.775 0.452
C 1.835 -2.337 -0.758
C 2.393 0.780 1.441
C 0.473 -2.407 -2.594
C 0.660 -0.031 2.833
C -2.224 -2.274 -0.580
C -1.982 -1.199 1.615
C 1.334 -1.334 -2.767
C 0.791 -3.036 -1.350
C 2.708 -2.850 0.346
C 1.448 -0.491 -4.004
C -0.521 -2.928 -3.587
C 0.656 2.959 -0.023
C 1.318 4.319 0.145
C 2.181 -1.214 -1.592
C 3.659 -0.886 -1.734
C -0.520 0.802 4.792
C -2.607 0.141 1.241
C -2.015 1.116 -2.063
C 1.085 3.056 -2.960
C 0.329 -4.385 -0.892
C -2.471 1.636 -0.712
C 2.666 1.569 0.149
C 0.629 -1.262 4.921
C -2.618 -1.227 -1.624
C 2.035 2.407 -1.975
C 1.035 -1.126 3.600
C -0.153 -0.307 5.532
C -0.112 0.938 3.479
H 0.623 4.960 0.688
H -1.133 -0.533 -2.846
H 0.565 3.922 -2.556
H -2.768 -1.875 1.962
H 3.360 1.045 -0.495
H -0.842 -2.166 -4.301
H 2.549 1.577 -2.454
H 2.233 4.282 0.735
H 3.857 0.025 -2.298
H -1.323 1.703 0.968
H 0.246 -4.455 0.195
H 3.209 -2.047 0.880
H 2.454 1.463 2.292
H 1.688 3.408 -3.799
H -1.193 1.716 -2.441
H -2.882 0.682 2.149
H 0.866 0.433 -3.968
H 1.080 -5.125 -1.182
H 4.150 -1.701 -2.271
H 0.373 2.576 0.953
H 1.107 -1.045 -4.878
H -0.606 -4.709 -1.343
H -0.083 -3.738 -4.175
H -2.319 2.715 -0.674
H -3.541 1.484 -0.580
H -0.250 3.079 -0.620
H 0.364 2.369 -3.391
H 2.484 -0.209 -4.188
H -0.738 -2.576 0.779
H 2.164 -3.443 1.079
H 3.198 0.051 1.575
H -3.134 -2.629 -0.088
H -1.269 -1.092 2.425
H -0.464 -0.419 6.561
H -1.407 -3.347 -3.109
H 3.150 2.505 0.427
H -2.934 -1.740 -2.532
H 4.160 -0.799 -0.771
H -1.775 -3.129 -1.064
H -2.828 1.189 -2.790
H -3.481 -0.652 -1.297
H 1.539 4.808 -0.802
H 2.801 3.140 -1.707
H -3.534 -0.038 0.701
H 3.484 -3.490 -0.082
```

The value obtained for the total energy is -1813.77498 a.u. Its HOMO energy is -13.975 eV. The net charge is +2. Its orbital gap is 7.872 eV.



2.
Computed, not measured: a molecular structure, C29H28N5O7Rb, with ωB97M-V/def2-TZVPD.

XYZ file:
```
70
Properties=species:S:1:pos:R:3
Rb 0.758 0.277 0.462
O -0.436 0.984 5.135
O -1.842 -1.136 -2.909
O -2.231 4.360 -0.779
O 2.711 -6.262 -2.402
O 2.990 -0.893 -0.180
O 4.226 -2.761 -0.229
O 4.159 -5.049 -1.236
N 0.901 -2.191 -1.345
N -1.033 2.166 1.790
N -1.200 2.315 -1.051
N 0.147 0.002 3.128
N 0.135 -3.041 -2.031
C -2.698 2.282 -2.998
C -1.742 2.408 -5.223
C -0.379 0.940 3.886
C 1.090 2.452 -2.688
C 2.008 -4.123 -1.727
C -3.905 2.174 -2.110
C -2.107 4.236 3.297
C -0.473 2.445 -4.663
C 0.751 -4.206 -2.282
C 3.004 -1.758 4.700
C -1.594 3.222 1.192
C 1.505 -3.357 3.754
C -1.017 2.117 3.130
C -2.138 4.281 1.914
C 3.177 -2.086 -0.446
C -1.409 2.368 -2.426
C -1.586 -0.927 -4.294
C 0.959 -0.996 3.655
C 2.999 -5.235 -1.807
C 2.166 -0.714 4.329
C 0.647 -2.338 3.363
C 2.686 -3.081 4.427
C 2.050 -2.823 -1.144
C -2.841 2.311 -4.381
C 2.575 0.709 4.584
C -1.542 3.137 3.917
C -1.690 3.321 -0.336
C -0.611 -2.652 2.595
C -0.293 2.412 -3.285
H 3.938 -1.523 5.200
H 0.292 -5.010 -2.832
H -1.684 -0.302 -2.451
H 4.237 -4.073 -0.816
H 1.356 1.487 -2.248
H 2.605 1.273 3.647
H 1.834 2.691 -3.450
H -1.485 3.026 4.990
H -1.872 2.440 -6.299
H -0.558 -0.599 -4.468
H -4.089 3.130 -1.614
H -2.566 5.103 1.361
H -1.739 -1.882 -4.796
H 1.145 3.193 -1.890
H -3.741 1.434 -1.323
H 0.400 2.507 -5.306
H -2.521 5.049 3.883
H -3.841 2.257 -4.802
H -0.891 -3.699 2.726
H -2.265 -0.184 -4.717
H 1.249 -4.384 3.511
H -0.771 -2.696 -2.328
H -1.434 -2.015 2.918
H -0.473 -2.479 1.522
H -4.787 1.892 -2.689
H 3.567 0.745 5.039
H 3.361 -3.881 4.706
H 1.857 1.208 5.238
```

The value obtained for the total energy is -1946.67954 a.u. Its HOMO energy is -2.568 eV. The net charge is -2. Its orbital gap is 6.598 eV.



3.
Computed, not measured: a single C4H7NO2 molecule, with ωB97M-V/def2-TZVPD.

XYZ file:
```
14
Properties=species:S:1:pos:R:3
O 2.357 1.203 0.305
O 0.413 0.512 2.299
N 1.528 0.098 0.288
C -0.182 -0.634 -0.738
C 0.587 -0.138 1.276
C -0.319 -1.147 0.618
C -1.138 0.440 -1.135
H -1.863 0.385 -0.254
H -1.391 -1.043 0.938
H 0.380 -1.178 -1.517
H 1.774 1.985 0.468
H -0.571 1.460 -1.202
H 0.129 -2.053 0.750
H -1.704 0.108 -2.096
```

The value obtained for the total energy is -361.69767 a.u. Its HOMO energy (alpha / beta) is -9.072 / -9.071 eV. The energy above the lowest of the compared OMol25 structures with the same formula, charge and spin is 4.985 eV. The net charge is 0. Its orbital gap (alpha / beta) is 8.888 / 8.887 eV.



> Look up the net charge of the third one.

0